i:
Density functional theory data (wB97M-V/def2-TZVPD) for a single C4H8N2O molecule.

Computed properties:
SMILES: OC/C=N\N1CC1
HOMO-LUMO gap in eV: 10.09
Charge: 0
E_HOMO in eV: -9.12

```
15
C4H8N2O | OMol25 | wB97M-V/def2-TZVPD
O 1.73033 -1.35807 -0.20408
C 2.11175 -0.03929 0.08097
C 1.18675 1.12691 -0.13128
N -0.08603 1.30567 -0.17586
N -0.67231 -0.05300 0.00138
C -1.92610 -0.28218 -0.75599
C -1.97021 -0.31330 0.68716
H 0.80898 -1.31424 -0.30623
H 2.49188 0.03014 1.26455
H 3.11559 0.00443 -0.40810
H 1.65701 2.07260 -0.11191
H -2.07842 0.64543 -1.18065
H -2.30595 -1.20416 -1.37788
H -2.19801 0.50665 1.30353
H -1.86525 -1.12759 1.31440
```


ii:
Density functional theory data (wB97M-V/def2-TZVPD) for a single C4H8N2O molecule.

Computed properties:
SMILES: CN[C@H](C#N)CO
HOMO-LUMO gap in eV: 10.96
Charge: 0
E_HOMO in eV: -10.14

```
15
C4H8N2O | OMol25 | wB97M-V/def2-TZVPD
C 0.50656 0.03859 1.90133
N -0.12730 0.55438 0.69016
C 0.23351 -0.18892 -0.51238
C 1.54301 0.19804 -1.11287
N 2.57278 0.49033 -1.55844
C -0.97109 -0.18413 -1.48600
O -2.09776 -0.68386 -0.81494
H 1.60655 0.04510 1.86095
H 0.18921 0.62903 2.76449
H 0.17291 -0.99291 2.06922
H 0.07911 1.54300 0.57356
H 0.35696 -1.22881 -0.19144
H -0.77769 -0.85298 -2.32917
H -1.15575 0.82914 -1.87864
H -2.13101 -0.19601 0.02415
```


iii:
Density functional theory data (wB97M-V/def2-TZVPD) for a single C4H8N2O molecule.

Computed properties:
SMILES: [H]/N=C(N)/C(C)=C/O
HOMO-LUMO gap in eV: 9.81
Charge: 0
E_HOMO in eV: -9.00

```
15
C4H8N2O | OMol25 | wB97M-V/def2-TZVPD
H 2.62473 1.31374 -0.50963
N 1.60368 1.29865 -0.53014
C 1.14973 0.14929 -0.16687
N 2.02573 -0.82025 0.22842
C -0.43944 0.01673 0.01755
C -1.25362 1.25053 0.17520
C -0.75624 -1.23179 -0.23486
O -2.19301 -1.54766 -0.41066
H 1.66460 -1.59933 0.76141
H 2.96726 -0.53632 0.46428
H -1.76385 1.23878 1.14345
H -0.65528 2.16324 0.11998
H -2.00228 1.31723 -0.61990
H -0.20418 -2.13754 -0.42834
H -2.76784 -0.87532 -0.00988
```


Structures ranked by computed energy, the most stable listed first: ii, iii, i.


i:
Density functional theory data (wB97M-V/def2-TZVPD) for a single C5H11N molecule.

Computed properties:
SMILES: CN1CCCC1
HOMO-LUMO gap in eV: 9.50
Charge: 0
E_HOMO in eV: -8.31

```
17
C5H11N | OMol25 | wB97M-V/def2-TZVPD
C -0.82665 -0.97499 -1.70670
N 0.01647 -0.12068 -0.86361
C -0.60206 1.04054 -0.18755
C 0.09653 1.24035 1.16949
C 1.13732 0.05439 1.22716
C 0.63918 -0.92601 0.22886
H -0.54698 -0.90723 -2.77347
H -1.86158 -0.71576 -1.51675
H -0.50777 -2.00074 -1.49435
H -1.72287 0.99960 0.06446
H -0.49725 1.82898 -0.92698
H -0.62399 1.10580 1.97742
H 0.63631 2.18718 1.24727
H 2.08346 0.47486 0.81873
H 1.27105 -0.19121 2.30005
H 1.43738 -1.51293 -0.26389
H -0.12855 -1.58215 0.69986
```


ii:
Density functional theory data (wB97M-V/def2-TZVPD) for a single C5H11N molecule.

Computed properties:
HOMO-LUMO gap in eV: 4.75
Charge: 0
E_HOMO in eV: -7.03

```
17
C5H11N | OMol25 | wB97M-V/def2-TZVPD
C 0.03118 1.41764 1.29136
C 0.27740 -0.10723 1.33656
C -0.03369 -0.78760 -0.01689
C -0.13123 0.08539 -1.31429
N -0.10651 1.61444 -1.31323
C -0.01109 -2.18500 -0.09144
H -1.07720 1.31492 0.95774
H 0.15841 1.82007 2.42658
H 0.76564 1.79919 0.62036
H 1.30248 -0.45308 1.46643
H -0.35735 -0.75498 1.93131
H 0.49969 -0.30199 -2.16713
H -1.06222 -0.43064 -1.68064
H 0.82060 1.87972 -1.11242
H 0.78948 -2.66924 -0.54026
H -0.74221 -2.92579 -0.08213
H -1.14720 -1.11842 0.14094
```


Structures ranked by computed energy, the most stable listed first: i, ii.


i:
Density functional theory data (wB97M-V/def2-TZVPD) for a molecular structure, C29H25N10OsS2.

Computed properties:
⟨S²⟩: 6.193
HOMO-LUMO gap (alpha / beta) in eV: 5.75 / 5.04
Multiplicity: 5
Charge: +3
E_HOMO (alpha / beta) in eV: -15.07 / -16.09

```
67
C29H25N10OsS2 | OMol25 | wB97M-V/def2-TZVPD
Os -0.11325 -0.01062 -0.36831
N 0.04334 -4.26156 1.26783
C -0.10738 -5.24185 0.29223
C -0.18646 -6.58098 0.64823
C -0.42830 -7.53641 -0.32579
C -0.59542 -7.16365 -1.66039
C -0.47362 -5.83603 -2.03637
C -0.21935 -4.87478 -1.06396
S -0.02618 -3.19933 -1.56382
N 0.02990 -2.34698 -0.11473
C 0.03774 -2.93984 1.05283
C -0.61140 -0.67531 2.12890
C -1.09091 -0.77732 3.59394
C -0.16608 -0.08856 4.50366
C 0.86418 0.65518 4.05175
C 1.05313 0.89233 2.64871
N 0.35206 0.32307 1.72920
H 0.05801 -4.58071 2.23505
H -0.07917 -6.86894 1.68359
H -0.49910 -8.57551 -0.04452
H -0.81857 -7.90750 -2.40773
H -0.58547 -5.53369 -3.06637
H -2.12608 -0.49219 3.78604
H -0.37559 -0.14946 5.55981
H 1.51817 1.16397 4.74292
H 1.79033 1.62519 2.34130
S -0.19647 -0.21847 -2.67350
C 0.03838 1.49218 -3.03571
N -0.11303 1.86140 -4.27481
N 0.24481 2.93646 -4.88533
C 1.34331 3.73844 -4.73731
C 2.42980 3.40089 -3.90602
C 3.55408 4.19296 -3.90681
C 3.61342 5.33866 -4.70119
C 2.53207 5.69423 -5.50448
C 1.41093 4.89716 -5.54029
N 0.13580 2.33366 -2.00310
N -0.11592 1.88260 -0.82370
C -0.37151 2.86288 0.13834
C 0.39021 4.03454 0.21091
C 0.05759 4.99939 1.14040
C -1.04001 4.82222 1.97540
C -1.82265 3.67710 1.87339
C -1.48817 2.69080 0.96998
H -0.33247 3.13126 -5.71049
H 2.39717 2.49695 -3.31780
H 4.40805 3.91970 -3.30642
H 4.50740 5.94318 -4.70883
H 2.58091 6.58516 -6.10972
H 0.57307 5.15904 -6.16824
H 1.23463 4.15548 -0.44945
H 0.64689 5.90009 1.21054
H -1.29994 5.58803 2.68808
H -2.70351 3.56869 2.48568
H -2.11354 1.81751 0.83407
N -0.41906 -3.20310 4.46004
C -0.95423 -2.38266 3.45606
C 0.03318 -2.07663 2.26553
N -1.66624 -0.59582 1.15131
C -2.65951 -1.41819 1.15306
C -2.88877 -2.53227 2.06283
N -2.17644 -2.94666 3.02935
H 0.30352 -2.79530 5.03400
H -1.12870 -3.64515 5.03036
H 1.04267 -1.99426 2.67624
H -3.41738 -1.25872 0.39601
H -3.81483 -3.07198 1.90764
```


ii:
Density functional theory data (wB97M-V/def2-TZVPD) for a molecular structure, C29H25N10OsS2.

Computed properties:
⟨S²⟩: 6.187
HOMO-LUMO gap (alpha / beta) in eV: 6.18 / 4.96
Multiplicity: 5
Charge: +3
E_HOMO (alpha / beta) in eV: -15.26 / -15.91

```
67
C29H25N10OsS2 | OMol25 | wB97M-V/def2-TZVPD
Os -0.64344 0.42796 -0.54005
N 0.07762 4.68959 0.49613
C 1.16175 4.98158 1.31433
C 1.59495 6.29428 1.45800
C 2.66213 6.56054 2.28998
C 3.31443 5.52875 2.98942
C 2.90254 4.22632 2.84881
C 1.82094 3.93984 2.00215
S 1.34172 2.31080 1.79600
N 0.03291 2.37411 0.80739
C -0.44975 3.46820 0.28884
C -1.63597 3.34547 -0.59732
C -2.45128 4.42331 -0.89287
C -3.53141 4.24543 -1.74954
C -3.75549 2.98804 -2.27517
C -2.91702 1.94702 -1.90758
N -1.87875 2.10673 -1.08031
H -0.31846 5.46641 -0.01585
H 1.09668 7.09593 0.92718
H 3.00204 7.58049 2.40981
H 4.14625 5.76586 3.63810
H 3.40340 3.42566 3.37840
H -2.28500 5.39527 -0.44861
H -4.18062 5.07563 -1.99177
H -4.57291 2.79729 -2.95615
H -3.07508 0.94743 -2.29061
S 1.13853 0.93911 -1.90474
C 2.06313 -0.49639 -1.53636
N 3.28151 -0.56068 -2.07001
N 3.98362 -1.63980 -2.11735
C 3.64910 -3.00249 -2.17004
C 4.68428 -3.89262 -1.87101
C 4.46176 -5.25151 -1.98741
C 3.23051 -5.71227 -2.43627
C 2.21647 -4.81393 -2.77116
C 2.41094 -3.45591 -2.63431
N 1.64182 -1.40218 -0.63417
N 0.52446 -1.11131 -0.05314
C 0.15094 -2.06577 0.94705
C 0.46051 -3.41290 0.78687
C 0.06092 -4.31047 1.76243
C -0.62279 -3.86681 2.88837
C -0.91408 -2.51749 3.04632
C -0.53304 -1.61206 2.07030
H 4.96472 -1.43789 -2.28970
H 5.64702 -3.51932 -1.54280
H 5.25147 -5.94904 -1.74670
H 3.06413 -6.77455 -2.55195
H 1.27979 -5.18410 -3.16491
H 1.64210 -2.75865 -2.93459
H 0.99732 -3.74583 -0.09164
H 0.28472 -5.36201 1.64633
H -0.92211 -4.57420 3.64960
H -1.42469 -2.17335 3.93544
H -0.73336 -0.55256 2.19898
N -5.42421 -0.96769 1.72518
C -4.46689 -1.24768 0.83005
C -3.34597 -0.40898 0.64054
N -2.39977 -0.73977 -0.23475
C -2.53516 -1.86753 -0.95093
C -3.66112 -2.65688 -0.76640
N -4.60650 -2.36390 0.10463
H -5.40009 -0.15444 2.31205
H -6.20158 -1.60286 1.80998
H -3.21886 0.50746 1.20238
H -1.75180 -2.12586 -1.64830
H -3.78996 -3.56285 -1.34660
```


Structures ranked by computed energy, the most stable listed first: ii, i.


i:
Density functional theory data (wB97M-V/def2-TZVPD) for 2 unconnected molecules or ions with the total composition C8H20.

Computed properties:
SMILES: CC(C)C.CC(C)C
HOMO-LUMO gap in eV: 11.84
Charge: 0
E_HOMO in eV: -10.82

```
28
C8H20 | OMol25 | wB97M-V/def2-TZVPD
C -0.02201 1.38730 -3.22040
C 0.37563 0.37791 -2.13891
C -0.85888 -0.10818 -1.33928
C 1.26799 -0.80969 -2.63150
H -0.47378 2.23982 -2.68586
H -0.76186 0.98760 -3.93417
H 0.85236 1.75034 -3.78635
H 0.86964 0.93626 -1.31789
H -1.48088 0.73262 -0.98886
H -0.41187 -0.60477 -0.46167
H -1.50739 -0.83212 -1.86075
H 2.15240 -0.42012 -3.16316
H 0.67942 -1.42566 -3.33206
H 1.61036 -1.45062 -1.80169
C -1.45417 -0.83382 2.41641
C -0.05091 -0.36112 2.01252
C 0.03089 1.10338 1.63353
C 0.92284 -0.78456 3.13496
H -1.89232 -0.15317 3.16564
H -1.48632 -1.86219 2.81394
H -2.06784 -0.79120 1.50088
H 0.15551 -0.91066 1.07163
H 1.04601 1.52855 1.56015
H -0.51608 1.63421 2.43080
H -0.49109 1.27179 0.67656
H 0.97032 -1.87485 3.29503
H 0.61052 -0.30390 4.07733
H 1.93152 -0.42316 2.87314
```


ii:
Density functional theory data (wB97M-V/def2-TZVPD) for 2 unconnected molecules or ions with the total composition C8H20.

Computed properties:
SMILES: CC(C)C.CC(C)C
HOMO-LUMO gap in eV: 11.49
Charge: 0
E_HOMO in eV: -10.47

```
28
C8H20 | OMol25 | wB97M-V/def2-TZVPD
C -1.99595 -1.60274 -2.11912
C -1.55765 -1.01499 -0.77412
C -0.98111 0.41285 -0.94315
C -2.62642 -1.09150 0.36659
H -1.08600 -1.64406 -2.74113
H -2.74826 -0.98425 -2.63692
H -2.39508 -2.62532 -2.01122
H -0.61547 -1.51736 -0.47444
H -0.22380 0.46008 -1.74369
H -0.48363 0.60044 0.02325
H -1.72562 1.20815 -1.11579
H -2.98378 -2.12903 0.47805
H -3.48212 -0.45235 0.09111
H -2.23018 -0.74965 1.33754
C 1.67715 2.17444 0.47493
C 1.42718 0.72814 0.92375
C 1.77953 -0.31845 -0.11335
C 2.12937 0.53681 2.28672
H 2.69311 2.28168 0.05908
H 1.54286 2.92368 1.27319
H 0.94607 2.37823 -0.32545
H 0.32464 0.66718 1.02657
H 1.82996 -1.35963 0.24722
H 2.77609 -0.02613 -0.48486
H 1.06376 -0.27057 -0.95119
H 1.75075 1.20334 3.07981
H 3.20963 0.71970 2.15945
H 1.98490 -0.50869 2.60712
```


Structures ranked by computed energy, the most stable listed first: i, ii.